1.
Computed, not measured: the ion C7H10N with charge +1 at a distorted geometry, with ωB97M-V/def2-TZVPD.

```
18
Properties=species:S:1:pos:R:3
C -0.26732 0.64606 -0.14742
C 3.33536 0.90526 -0.12898
C 1.95628 -1.28334 -0.01145
C 0.57638 -1.50448 -0.06308
C 2.62813 -0.14426 -0.12395
C -1.17434 1.74864 0.14933
C -1.79216 -1.23488 -0.33567
N -0.48717 -0.63991 -0.12634
H 3.28062 1.70168 -0.88753
H 4.04849 1.15670 0.62897
H 2.67634 -2.19332 -0.12114
H 0.29446 -2.59074 -0.18880
H -2.10686 1.52673 0.52158
H -1.36282 2.16164 -0.86061
H -0.38948 2.45046 0.72224
H -1.90593 -1.25642 -1.40891
H -2.53997 -0.75819 0.27385
H -1.86059 -2.19620 -0.06042
```

Its gap between HOMO and LUMO (spin up / spin down) is 6.5 / 7.3 eV. The relative energy (zero: lowest compared OMol25 entry of this formula, charge and spin) comes out at 517.3 kJ/mol. As for the net charge: +1. The value obtained for the highest occupied orbital energy (spin up / spin down) is -12.25 / -12.97 eV.

2.
Computed, not measured: a cluster of 3 separate species, C5H15N3 in total at a distorted geometry, with ωB97M-V/def2-TZVPD.

```
23
Properties=species:S:1:pos:R:3
C 1.28444 0.61505 -0.05712
N 2.53318 0.03886 -0.32977
N 0.84224 0.74154 1.23256
C 0.92445 1.69077 -1.00951
C 0.20537 2.76415 -0.70365
H 0.30712 -0.46533 -0.52114
H -0.30728 0.24169 1.29293
H 2.91346 -0.57622 0.37297
H 3.20253 0.57536 -0.86054
H 1.44455 0.27467 1.90253
H 1.24154 1.51006 -2.03130
H -0.11175 2.94468 0.31305
H -0.12597 3.45819 -1.46301
C -2.35604 -1.38467 1.17247
C -0.15867 -1.60153 -0.90895
N -1.54833 -0.27890 0.72861
H -2.07346 0.28198 0.06113
H -3.31097 -1.06181 1.61316
H -1.81720 -1.95062 1.93365
H -2.62166 -2.07640 0.35502
H 0.70045 -1.70395 -1.57602
H -0.05942 -2.31667 -0.10209
H -1.10859 -1.72089 -1.41500
```

Its gap between HOMO and LUMO is 5.9 eV. The relative energy (zero: lowest compared OMol25 entry of this formula, charge and spin) comes out at 556.5 kJ/mol. The value obtained for the highest occupied orbital energy is -6.26 eV.

3.
Computed, not measured: a structure of composition C26H31BrCuN5O5 at a distorted geometry, with ωB97M-V/def2-TZVPD.

```
69
Properties=species:S:1:pos:R:3
Cu 0.31802 -0.22140 -0.30482
N -0.97270 0.56305 1.32017
C -1.56614 -0.10531 2.48401
C -1.84605 0.91235 3.61103
C -0.68157 1.79992 4.08070
C 0.45650 1.07943 4.81655
N -0.04291 0.19786 5.84776
C -0.24551 0.55042 7.05985
N -0.69065 -0.38721 7.95845
N -0.06208 1.81354 7.56329
C -0.86164 -1.44351 2.83733
O -1.02385 -1.91514 4.05769
O -0.34875 -2.10178 1.96822
H -0.23209 1.21108 1.59166
H -1.67283 1.13407 0.86121
H -2.55092 -0.48445 2.18358
H -2.29196 0.39791 4.46519
H -2.60914 1.58841 3.21819
H -1.09587 2.54946 4.76057
H -0.25938 2.33564 3.22650
H 1.14582 1.83033 5.22029
H 1.02394 0.47173 4.10714
H -0.71225 -1.21449 4.78289
H -1.00839 -1.25330 7.55579
H -1.18962 -0.07779 8.77422
H 0.52579 2.42654 7.02287
H 0.06004 1.89565 8.55846
C 3.01649 -4.01893 -1.26699
C 3.63234 -2.88450 -0.76701
C 2.84583 -1.79217 -0.43627
N 1.52288 -1.78780 -0.57565
C 0.93056 -2.89011 -1.03754
C 1.63680 -4.02216 -1.40152
H 3.60023 -4.88650 -1.54643
H 4.70560 -2.84163 -0.64325
H 3.29023 -0.88413 -0.04824
H -0.14673 -2.85471 -1.11637
H 1.11490 -4.88608 -1.78916
Br 2.65335 5.12629 -0.45069
C 0.85929 5.14380 -1.06806
C 0.36396 6.32348 -1.60270
C -0.93660 6.36606 -2.07891
C -1.72356 5.22451 -2.05048
C -1.21214 4.04758 -1.52908
C 0.08042 3.99520 -1.01120
C 0.51339 2.70345 -0.33477
O 0.93468 2.77340 0.82867
O 0.36763 1.65964 -1.04534
H 0.99450 7.20145 -1.63726
H -1.33063 7.29370 -2.47415
H -2.73750 5.24834 -2.43041
H -1.80945 3.14535 -1.50975
C 0.45968 0.92701 -4.30096
C -0.41160 0.26079 -3.27295
O 0.03140 -0.62276 -2.56234
C -1.82440 0.70893 -3.14095
C -2.41752 1.59681 -4.03448
C -3.72830 2.01018 -3.85078
C -4.46227 1.54307 -2.77131
C -3.88289 0.64826 -1.87880
C -2.57749 0.23300 -2.06447
H 1.48106 0.57623 -4.17767
H 0.43128 2.00969 -4.17358
H 0.11737 0.68049 -5.30840
H -1.85579 1.97349 -4.87940
H -4.17562 2.70646 -4.54846
H -5.48337 1.87211 -2.62674
H -4.45425 0.27587 -1.03725
H -2.10118 -0.44653 -1.36894
```

Its gap between HOMO and LUMO is 7.7 eV. The relative energy (zero: lowest compared OMol25 entry of this formula, charge and spin) comes out at 175.9 kJ/mol. The value obtained for the highest occupied orbital energy is -7.31 eV.

4.
Computed, not measured: the molecule C3H5F2N at a distorted geometry, with ωB97M-V/def2-TZVPD.

```
11
Properties=species:S:1:pos:R:3
C 0.12055 -1.26479 0.48767
C -0.96105 -0.40348 -0.11012
C 0.13180 0.50039 0.28894
N 0.87442 0.97665 -0.77202
F -2.19802 -0.21251 0.44109
F 0.19546 1.17274 1.47701
H 0.05998 -1.49582 1.52187
H 0.65639 -1.77729 -0.34455
H -1.23295 -0.53380 -1.20089
H 1.82656 1.21831 -0.57544
H 0.52687 1.81960 -1.21355
```

Its gap between HOMO and LUMO is 10.3 eV. As for the SMILES: N[C@]1(F)C[C@H]1F. The relative energy (zero: lowest compared OMol25 entry of this formula, charge and spin) comes out at 123.9 kJ/mol. The value obtained for the highest occupied orbital energy is -9.31 eV.

5.
Computed, not measured: a cluster of 36 separate species, H72O36 in total at a distorted geometry, with ωB97M-V/def2-TZVPD.

```
108
Properties=species:S:1:pos:R:3
O 0.29489 -0.00191 0.30393
H 0.89779 -0.32748 -0.36445
H -0.38801 0.45228 -0.18961
O -1.38156 5.83720 -0.67919
H -1.80454 5.28245 -1.33462
H -0.67784 5.29451 -0.32353
O 1.13372 -0.45192 -5.04476
H 0.21019 -0.70328 -5.03265
H 1.49402 -0.89874 -5.81077
O -3.18277 -0.96342 0.34502
H -2.92681 -1.22885 1.22834
H -2.67496 -0.16976 0.17629
O -0.15103 -3.17631 -2.33683
H -0.88684 -3.69784 -2.01617
H 0.62301 -3.69878 -2.12682
O -2.74183 -1.11754 2.89670
H -2.78056 -1.77262 3.59356
H -2.26194 -0.38473 3.28260
O -0.84479 -2.53154 4.39154
H -0.26268 -1.97360 3.87571
H -1.21336 -3.14574 3.75661
O -5.59062 -1.60108 1.34320
H -5.90324 -0.73725 1.61209
H -4.75001 -1.43053 0.91831
O 4.05364 -0.72785 -1.23935
H 4.17456 -1.45936 -0.63396
H 3.22859 -0.91929 -1.68532
O 3.83183 -3.11648 -4.06737
H 2.98473 -2.81298 -3.74098
H 3.77882 -3.00104 -5.01610
O -0.51121 2.64773 -4.27108
H -0.03619 2.47562 -3.45808
H -0.92192 3.50124 -4.13298
O 0.67028 -1.79739 2.14432
H 0.37628 -1.07747 1.58618
H 0.13335 -2.54325 1.87667
O 1.82506 -1.22557 -2.56851
H 1.64766 -0.95128 -3.46825
H 1.02750 -1.67801 -2.29387
O 0.07422 2.11754 2.11704
H -0.20543 1.42352 1.52008
H 0.89796 1.79910 2.48618
O -4.80987 1.07284 2.40783
H -4.14070 0.53054 2.82539
H -4.43911 1.95532 2.40964
O -2.77454 -0.42085 -3.38111
H -3.61295 -0.73284 -3.04057
H -2.17914 -1.16186 -3.26867
O -3.56937 3.55095 2.68845
H -3.78887 4.29138 3.25397
H -2.98401 3.00966 3.21815
O -1.32069 -3.82485 1.39259
H -1.79499 -3.98170 0.57609
H -1.94289 -4.06075 2.08068
O -4.78008 -2.11940 -2.02940
H -4.14302 -2.00146 -1.32479
H -5.63071 -2.08825 -1.59156
O 1.16153 3.92430 -1.86567
H 1.02991 3.89396 -0.91805
H 1.65234 3.12716 -2.06544
O -5.41751 1.21300 -2.68198
H -4.48650 1.25383 -2.90056
H -5.73092 0.41860 -3.11435
O -2.75507 3.95280 -1.79253
H -3.41665 3.74924 -1.13139
H -3.22840 3.91962 -2.62385
O 2.67785 -3.48112 3.27237
H 2.10181 -2.75545 3.03196
H 2.14208 -4.26441 3.14732
O 0.73453 -5.05979 2.43393
H 0.91785 -5.53684 1.62458
H -0.01462 -4.50360 2.22024
O 4.09227 -2.67553 0.76173
H 4.99648 -2.85777 1.01751
H 3.58737 -2.79021 1.56681
O 2.80412 1.13788 2.86972
H 3.44771 1.37167 3.53857
H 3.25391 1.29320 2.03918
O 4.42024 2.91077 1.16590
H 3.98100 2.44021 0.45747
H 5.34185 2.92717 0.90785
O 4.93274 -0.61969 -4.02698
H 4.62809 -0.22795 -3.20848
H 4.62368 -1.52485 -3.98945
O 2.14313 -4.27506 -1.27354
H 2.47351 -4.85740 -1.95761
H 2.92957 -3.94350 -0.84016
O 3.24816 1.85900 -1.46108
H 4.09198 2.27448 -1.63883
H 3.42899 0.92006 -1.50498
O 6.42993 0.13008 -0.10956
H 7.25219 0.18804 -0.59613
H 5.78201 -0.13199 -0.76359
O -1.09911 3.08039 4.57593
H -0.38358 3.44161 5.09915
H -0.66479 2.53966 3.91623
O 1.54127 -0.59817 4.78143
H 1.86994 0.16711 5.25318
H 2.12806 -0.68744 4.03047
O 0.61998 4.63860 0.86368
H 0.33206 3.97062 1.48589
H 1.39554 5.02609 1.26937
O -4.76509 2.79822 -0.15678
H -5.41405 2.48612 -0.78740
H -4.92869 2.28097 0.63183
O -1.54194 1.21309 -1.14441
H -1.88392 0.62817 -1.82055
H -1.81225 2.08758 -1.42445
```

Its gap between HOMO and LUMO is 8.5 eV. The relative energy (zero: lowest compared OMol25 entry of this formula, charge and spin) comes out at 332.0 kJ/mol. The value obtained for the highest occupied orbital energy is -9.34 eV.

> What is the relative energy (zero: lowest compared OMol25 entry of this formula, charge and spin) in the fifth record?

332.0 kJ/mol